C50H110N4O40P10 | ωB97M-V with the def2-TZVPD basis set

```
214
Properties=species:S:1:pos:R:3:mulliken_charge:R:1
C -5.255 -28.696 1.642 -0.8597
O -6.041 -27.589 1.154 0.3474
P -6.732 -26.546 2.172 0.3341
O -5.930 -26.171 3.343 -0.7943
O -7.019 -25.368 1.147 0.2299
C -6.030 -24.359 0.951 -0.7872
O -8.156 -27.189 2.497 -0.4655
C -9.017 -27.738 1.492 -0.4245
H -4.657 -28.335 2.481 0.3886
H -4.554 -29.057 0.882 0.1356
H -5.888 -29.536 1.935 0.3110
H -6.354 -23.818 0.069 0.2201
H -5.028 -24.739 0.779 0.2793
H -6.055 -23.649 1.781 0.3596
H -9.251 -27.066 0.646 0.2416
H -9.909 -27.983 2.045 0.3108
H -8.600 -28.694 1.209 0.2366
C -12.295 -24.576 -8.037 -0.4248
O -11.635 -23.534 -7.260 0.2019
P -12.449 -22.167 -7.002 0.7472
O -11.775 -21.261 -6.056 -0.7583
O -13.956 -22.620 -6.557 -0.3146
C -14.488 -22.061 -5.394 -0.6182
O -12.618 -21.651 -8.492 -0.3409
C -13.298 -20.439 -8.800 -0.7593
H -13.324 -24.792 -7.760 0.4146
H -11.678 -25.464 -7.777 -0.0424
H -12.194 -24.215 -9.048 0.2667
H -14.679 -23.015 -4.909 0.0901
H -15.448 -21.564 -5.594 0.2884
H -13.766 -21.465 -4.833 0.3682
H -12.613 -19.888 -9.450 0.2631
H -13.586 -19.806 -7.965 0.3255
H -14.162 -20.778 -9.354 0.2845
C -11.267 -24.323 -4.222 -0.4516
O -10.964 -25.132 -3.062 0.8192
P -11.538 -24.811 -1.616 -0.0252
O -11.237 -25.908 -0.661 -0.4349
O -13.090 -24.498 -1.864 -0.2389
C -13.936 -24.462 -0.672 -0.7823
O -10.945 -23.401 -1.161 -0.3772
C -9.552 -23.404 -0.799 -0.4581
H -10.694 -23.402 -4.186 0.4751
H -12.326 -24.077 -4.330 -0.0007
H -10.824 -24.891 -5.054 0.1167
H -13.494 -23.902 0.148 0.3572
H -14.178 -25.467 -0.342 0.2156
H -14.821 -23.986 -1.064 0.2107
H -9.278 -24.164 -0.063 0.2157
H -9.320 -22.417 -0.439 0.3858
H -9.023 -23.606 -1.726 0.0798
C -5.003 -24.774 -11.432 -0.7734
O -5.623 -26.067 -11.439 -0.3481
P -5.963 -26.706 -10.023 0.8448
O -5.101 -26.271 -8.907 -0.7091
O -7.556 -26.458 -9.807 0.1056
C -8.012 -25.210 -9.287 -0.5795
O -6.092 -28.221 -10.335 -0.0149
C -4.974 -29.042 -10.631 -0.8621
H -4.727 -24.462 -10.430 0.3533
H -5.745 -24.104 -11.851 0.2651
H -4.158 -24.809 -12.100 0.2715
H -7.977 -24.436 -10.065 0.3104
H -7.388 -24.982 -8.430 0.3781
H -9.042 -25.309 -8.957 -0.0761
H -4.391 -28.656 -11.468 0.2776
H -5.406 -30.030 -10.848 0.2262
H -4.377 -29.107 -9.724 0.3997
C -3.225 -28.066 -1.796 -0.8549
O -4.241 -27.059 -1.651 0.2928
P -4.582 -26.110 -2.956 0.5771
O -4.801 -26.894 -4.175 -0.4138
O -5.795 -25.259 -2.406 -0.5143
C -7.175 -25.822 -2.478 1.4942
O -3.361 -25.037 -2.953 -0.4241
C -3.083 -24.228 -1.786 -0.5532
H -3.711 -28.928 -1.375 0.1712
H -2.369 -27.799 -1.163 0.3152
H -2.847 -28.255 -2.799 0.3254
H -7.463 -26.148 -1.481 -0.1453
H -7.196 -26.607 -3.241 -0.7976
H -7.778 -24.984 -2.810 -0.1595
H -2.228 -23.652 -2.112 0.2692
H -2.757 -24.882 -0.978 0.2311
H -3.949 -23.592 -1.566 0.2024
C -13.893 -27.423 -3.817 0.1964
O -15.253 -27.931 -3.843 -0.1971
P -16.159 -28.059 -2.504 0.8949
O -15.499 -28.619 -1.300 -0.6152
O -16.784 -26.570 -2.291 -0.2438
C -17.432 -26.300 -1.035 -0.7940
O -17.395 -28.931 -3.106 -0.4214
C -18.079 -28.415 -4.238 -0.6440
H -13.935 -26.344 -3.842 0.4318
H -13.476 -27.844 -4.712 -0.0068
H -13.221 -27.618 -2.979 -0.2846
H -16.763 -26.561 -0.216 0.3019
H -18.319 -26.945 -0.991 0.3355
H -17.730 -25.254 -1.015 0.2360
H -17.465 -28.066 -5.051 0.2580
H -18.739 -27.620 -3.899 0.2487
H -18.665 -29.281 -4.502 0.2584
C -13.195 -31.449 -2.525 0.1468
O -11.881 -31.417 -1.898 0.8550
P -11.692 -31.505 -0.336 0.5428
O -10.269 -31.553 0.051 -0.7901
O -12.533 -30.287 0.279 -0.7408
C -12.082 -28.972 -0.030 0.2542
O -12.647 -32.747 0.109 0.1827
C -12.947 -32.947 1.548 -0.9959
H -13.160 -32.192 -3.335 -0.4613
H -13.382 -30.451 -2.930 -0.2234
H -13.974 -31.758 -1.825 0.5306
H -11.005 -28.933 -0.136 -0.2808
H -12.505 -28.433 0.808 0.4130
H -12.524 -28.636 -0.955 -0.2938
H -13.417 -32.068 1.979 0.2497
H -11.988 -33.133 2.013 0.3617
H -13.537 -33.868 1.653 0.2213
C -13.590 -37.778 -2.139 -0.7559
O -12.551 -36.816 -2.544 -0.2760
P -12.680 -35.328 -1.903 0.6141
O -14.043 -34.789 -1.826 -0.7503
O -11.976 -35.530 -0.482 -0.3384
C -10.519 -35.579 -0.324 -0.5348
O -11.604 -34.459 -2.725 0.4107
C -11.737 -34.273 -4.147 -0.5386
H -13.908 -38.317 -3.027 0.2592
H -14.463 -37.255 -1.738 0.3536
H -13.235 -38.466 -1.373 0.2480
H -10.160 -34.572 -0.156 0.1041
H -10.210 -36.031 -1.244 0.3550
H -10.333 -36.235 0.554 0.2169
H -12.767 -34.140 -4.456 0.3237
H -11.338 -35.151 -4.688 0.4389
H -11.159 -33.376 -4.360 -0.1594
C -5.587 -30.249 -7.473 0.0831
O -4.846 -30.971 -6.439 0.5129
P -3.475 -31.782 -6.766 0.7059
O -3.576 -32.954 -7.643 -0.8389
O -2.404 -30.665 -7.224 -0.1936
C -1.220 -31.219 -7.879 -0.7864
O -3.069 -32.201 -5.285 -0.4014
C -2.636 -31.258 -4.298 -0.7428
H -6.402 -29.959 -6.817 -0.7515
H -5.879 -30.906 -8.283 0.4788
H -5.100 -29.327 -7.796 0.0661
H -1.654 -31.813 -8.682 0.3643
H -0.674 -31.858 -7.174 0.2906
H -0.637 -30.372 -8.235 0.2179
H -2.589 -30.231 -4.652 0.3545
H -1.672 -31.609 -3.976 0.4151
H -3.284 -31.297 -3.424 0.2030
C -10.084 -28.124 -2.772 -0.0759
O -9.393 -27.656 -3.960 0.7854
P -9.916 -27.968 -5.466 -0.3320
O -11.334 -27.626 -5.669 -0.2891
O -9.465 -29.440 -5.852 0.6771
C -10.416 -30.522 -5.618 0.9873
O -8.875 -27.117 -6.335 0.2797
C -7.448 -27.401 -6.193 1.0412
H -9.784 -27.541 -1.920 -0.2562
H -9.842 -29.174 -2.611 -0.0732
H -11.140 -27.993 -2.948 -0.1292
H -10.309 -31.127 -6.520 -0.5191
H -11.440 -30.189 -5.536 0.0824
H -10.102 -31.101 -4.767 -0.4971
H -7.161 -27.929 -7.098 -0.8457
H -7.250 -27.910 -5.247 -0.8799
H -7.017 -26.396 -6.154 0.3101
N -7.925 -31.984 -3.579 0.0628
C -7.059 -31.210 -4.223 -0.7252
C -6.452 -30.140 -3.613 -0.0915
C -6.744 -29.804 -2.316 -0.1236
C -7.703 -30.582 -1.697 -0.9317
C -8.282 -31.621 -2.356 -1.0042
H -6.797 -31.530 -5.232 -0.0418
H -5.661 -29.631 -4.148 0.7002
H -6.244 -28.967 -1.851 0.5881
H -7.920 -30.442 -0.663 0.6568
H -9.037 -32.219 -1.836 0.7265
N -11.003 -29.767 -11.365 -0.5974
C -10.474 -30.739 -10.593 -0.4360
C -9.677 -30.511 -9.495 0.0070
C -9.536 -29.204 -9.053 0.6104
C -10.153 -28.197 -9.735 -0.0447
C -10.827 -28.511 -10.869 -0.9239
H -10.623 -31.775 -10.899 0.2493
H -9.250 -31.379 -8.980 -0.0511
H -8.898 -29.062 -8.205 0.3471
H -10.088 -27.194 -9.390 0.2865
H -11.274 -27.663 -11.406 0.3465
N -12.934 -31.973 -8.180 -0.3491
C -13.083 -30.651 -8.109 -0.3126
C -13.728 -30.015 -7.085 -0.3335
C -14.261 -30.831 -6.083 -0.0506
C -14.216 -32.230 -6.185 -0.6863
C -13.521 -32.734 -7.239 -0.4560
H -12.657 -30.046 -8.894 0.3234
H -13.777 -28.918 -7.083 0.4186
H -14.826 -30.415 -5.250 0.5307
H -14.703 -32.900 -5.477 0.5726
H -13.427 -33.796 -7.354 0.3441
N -9.831 -33.935 -7.032 -0.0470
C -8.594 -33.733 -6.677 -0.1839
C -7.562 -33.770 -7.598 -0.5572
C -7.791 -33.892 -8.931 -0.6122
C -9.121 -33.960 -9.247 -0.6134
C -10.091 -34.033 -8.324 -0.3115
H -8.345 -33.557 -5.633 0.4264
H -6.551 -33.664 -7.230 0.5443
H -7.001 -33.961 -9.656 0.5088
H -9.473 -34.018 -10.259 0.5424
H -11.103 -34.178 -8.615 0.3039
```

Properties
HOMO = -9.29 eV
HOMO-LUMO gap = 9.7 eV



CFFeO4S | ωB97M-V with the def2-TZVPD basis set

```
8
Properties=species:S:1:pos:R:3:lowdin_spin:R:1
S -0.459 1.689 -0.340 0.0087
F -1.410 1.849 1.025 0.0007
O 0.873 2.084 0.114 0.0009
O -0.506 0.098 -0.497 0.0288
C 0.148 -0.893 0.460 0.0241
O 0.483 -1.886 -0.200 0.2140
O 0.280 -0.549 1.606 0.0164
Fe 0.591 -2.391 -2.167 4.7063
```

Properties
spin multiplicity = 6
energy above the lowest of the compared OMol25 structures with the same formula, charge and spin = 20.7 kcal per mole
⟨S²⟩ = 8.754
HOMO (alpha / beta) = -9.18 / -10.51 eV
HOMO-LUMO gap (alpha / beta) = 8.7 / 8.1 eV



C55H50BF4GeN3O4SSeTc | ωB97M-V with the def2-TZVPD basis set

```
121
Properties=species:S:1:pos:R:3:lowdin_spin:R:1
Tc -0.300 1.408 1.253 0.8664
O 3.739 -3.203 -2.212 -0.0003
C 3.583 -1.847 -2.554 -0.0029
C 2.513 -1.203 -1.722 -0.0162
C 1.811 -0.106 -2.213 0.0075
C 0.913 0.537 -1.394 -0.0005
N 0.616 0.144 -0.151 -0.0153
C 1.238 -0.966 0.312 -0.0188
C 2.200 -1.632 -0.443 0.0070
C 0.876 -1.398 1.661 0.0007
C 1.213 -2.657 2.152 -0.0041
C 0.881 -3.005 3.450 0.0022
C 1.245 -4.361 4.005 0.0006
O 1.538 -5.329 3.030 0.0000
C 0.222 -2.053 4.221 -0.0047
C -0.088 -0.830 3.655 0.0029
N 0.203 -0.513 2.406 -0.0018
H 4.455 -3.578 -2.734 0.0000
H 3.317 -1.740 -3.616 -0.0004
H 4.520 -1.292 -2.388 -0.0012
H 1.972 0.259 -3.213 0.0003
H 0.395 1.414 -1.746 -0.0016
H 2.731 -2.476 -0.040 0.0007
H 1.738 -3.360 1.527 -0.0002
H 0.444 -4.706 4.677 0.0001
H 2.160 -4.268 4.603 0.0002
H 0.750 -5.508 2.504 0.0000
H -0.045 -2.258 5.244 -0.0003
H -0.578 -0.066 4.235 0.0001
S -0.135 5.296 3.490 0.0027
C -1.072 4.253 4.529 0.0009
C -1.619 4.535 5.770 -0.0002
C -2.452 3.593 6.342 0.0005
C -2.730 2.395 5.691 0.0003
C -2.162 2.090 4.474 -0.0002
C -1.307 3.022 3.885 0.0019
N -0.728 2.929 2.652 -0.0006
C -0.165 4.063 2.274 -0.0043
C 0.048 4.254 0.867 0.0150
C 0.470 5.445 0.280 -0.0044
C 0.297 5.615 -1.080 0.0179
C -0.330 4.624 -1.825 -0.0158
C -0.660 3.410 -1.243 0.0200
C -0.422 3.152 0.101 -0.0285
H -1.419 5.477 6.256 0.0000
H -2.919 3.795 7.291 0.0000
H -3.419 1.703 6.151 0.0000
H -2.410 1.182 3.948 -0.0003
H 0.930 6.213 0.886 -0.0008
H 0.614 6.525 -1.566 0.0016
H -0.541 4.792 -2.872 -0.0012
H -1.138 2.660 -1.859 0.0009
O -4.335 0.834 1.522 0.0191
C -3.344 0.774 0.822 0.0071
O -2.141 0.840 1.283 0.0550
C -3.439 0.578 -0.691 -0.0003
C -2.516 -0.541 -1.146 -0.0001
Ge -3.088 -2.360 -0.511 0.0000
C -3.189 -2.759 1.435 0.0001
C -2.391 -3.757 1.984 0.0000
C -2.515 -4.113 3.315 -0.0001
C -3.423 -3.456 4.129 0.0000
C -4.222 -2.459 3.594 0.0000
C -4.116 -2.127 2.255 0.0003
C -1.823 -3.666 -1.307 0.0000
C -2.155 -5.016 -1.309 0.0000
C -1.299 -5.960 -1.845 0.0000
C -0.086 -5.563 -2.385 0.0000
C 0.262 -4.222 -2.389 0.0000
C -0.605 -3.284 -1.855 0.0000
C -4.871 -2.566 -1.355 0.0000
C -6.028 -2.867 -0.651 0.0000
C -7.259 -2.869 -1.286 0.0000
C -7.349 -2.570 -2.634 0.0000
C -6.198 -2.296 -3.356 0.0000
C -4.972 -2.299 -2.716 0.0000
H -3.147 1.527 -1.146 -0.0004
H -4.478 0.359 -0.945 0.0001
H -1.503 -0.327 -0.815 -0.0003
H -2.503 -0.581 -2.238 0.0000
H -1.678 -4.274 1.353 0.0000
H -1.918 -4.920 3.720 0.0000
H -3.514 -3.733 5.170 0.0000
H -4.941 -1.944 4.216 0.0000
H -4.756 -1.359 1.847 0.0000
H -3.105 -5.322 -0.887 0.0000
H -1.576 -7.005 -1.842 0.0000
H 0.584 -6.300 -2.803 0.0000
H 1.212 -3.910 -2.799 -0.0001
H -0.334 -2.236 -1.869 0.0000
H -5.968 -3.097 0.404 0.0000
H -8.155 -3.093 -0.723 0.0000
H -8.315 -2.550 -3.120 0.0000
H -6.259 -2.068 -4.411 0.0000
H -4.072 -2.094 -3.282 0.0000
F 2.890 3.291 2.913 0.0001
B 2.815 2.004 2.509 0.0010
F 1.668 1.959 1.501 0.0217
F 2.415 1.161 3.502 0.0000
F 3.901 1.571 1.824 -0.0009
C 7.172 3.510 -5.819 -0.0008
C 6.211 3.369 -4.680 -0.0044
C 6.650 3.318 -3.364 0.0005
C 5.765 3.192 -2.307 -0.0005
C 6.282 3.148 -0.906 0.0036
C 4.385 3.117 -2.571 0.0036
Se 3.171 2.981 -1.106 0.0655
C 3.925 3.165 -3.895 -0.0027
C 2.469 3.101 -4.246 0.0024
C 4.847 3.290 -4.923 0.0006
H 8.196 3.570 -5.457 0.0000
H 6.953 4.409 -6.395 -0.0002
H 7.089 2.659 -6.495 -0.0003
H 7.709 3.378 -3.154 0.0002
H 7.370 3.137 -0.892 0.0002
H 5.913 2.265 -0.384 0.0003
H 5.935 4.021 -0.352 0.0015
H 1.856 2.989 -3.355 0.0021
H 2.279 2.268 -4.922 0.0003
H 2.171 4.013 -4.762 -0.0004
H 4.494 3.333 -5.945 0.0002
```

Properties
spin multiplicity = 2
⟨S²⟩ = 1.156
HOMO (alpha / beta) = -5.94 / -5.88 eV
HOMO-LUMO gap (alpha / beta) = 3.0 / 3.3 eV



| no. | F_max (Eh/bohr) |
| --- | --- |
| 1 | 0.0697 |
| 2 | 0.0713 |
| 3 | 0.0439 |